# C34H35FN2O6S2

A single C34H35FN2O6S2 molecule at a distorted geometry (wB97M-V/def2-TZVPD, OMol25).

multiplicity	1
Kohn-Sham gap	7.05	eV
SMILES string	O=S(=O)(C(F)=[S@@](=O)(OC(c1ccc(N2CCOCC2)cc1)c1ccc(N2CCOCC2)cc1)c1ccccc1)c1ccccc1
energy	-75471.1275	eV
net charge	0

Structure (XYZ):
```
80
Properties=species:S:1:pos:R:3:forces:R:3:mulliken_charge:R:1
O -1.31562 -3.54071 -3.18887 0.731 0.352 -0.107 -0.70
S 0.10770 -3.24494 -3.20243 -0.415 0.952 -0.572 1.56
O 0.71096 -2.62055 -4.37655 -0.142 -0.367 0.002 -0.66
C 0.32966 -2.06409 -1.82447 -2.108 -3.444 -2.040 -0.40
F 1.56280 -1.93313 -1.29939 1.036 0.305 0.229 -0.25
S -0.50508 -0.62318 -2.14153 -0.602 -2.454 0.333 1.58
O -1.82778 -0.61643 -2.73181 1.304 -0.150 0.920 -0.78
O -0.56845 -0.44687 -0.48393 0.550 1.443 -2.109 -0.51
C 0.52550 0.35872 -0.01944 0.217 2.054 1.423 1.51
C 0.92717 -0.06248 1.37180 0.252 -0.081 0.120 -1.22
C 0.18004 -0.93388 2.15568 0.351 0.495 0.125 -0.49
C 0.53619 -1.13150 3.48995 0.008 -0.017 0.168 -0.50
C 1.65349 -0.49388 4.07782 0.015 -0.194 -0.676 1.82
N 2.06761 -0.82818 5.36744 0.272 -0.153 0.036 0.10
C 2.80283 0.15031 6.17296 -0.495 0.025 0.393 -0.34
C 3.39807 -0.49099 7.42862 -0.179 -0.258 0.100 -0.76
O 2.43548 -1.26814 8.14275 0.193 -0.089 -0.584 -0.35
C 1.91710 -2.32764 7.34119 0.217 0.289 0.111 -0.76
C 1.25752 -1.81473 6.06768 -0.167 0.308 0.475 -0.67
C 2.40204 0.39027 3.25780 -0.177 -0.169 0.023 -0.99
C 2.05845 0.56651 1.92444 -0.594 -0.223 0.088 -0.65
C -0.14628 1.73938 -0.04318 0.480 0.657 0.533 0.06
C -0.26799 2.44596 -1.24333 0.002 -0.045 0.021 -0.56
C -1.42123 3.17965 -1.49858 -0.187 0.313 0.455 -0.22
C -2.35399 3.40545 -0.46439 0.432 -0.656 0.056 0.74
N -3.63143 3.91766 -0.72054 -0.289 -0.182 0.262 0.22
C -3.97189 5.13612 0.00438 0.113 0.406 -0.496 -0.37
C -5.43067 5.53521 -0.19865 -0.087 -0.059 -0.161 -0.66
O -5.84023 5.40933 -1.56179 0.124 -0.592 0.454 -0.37
C -5.67444 4.06946 -2.03758 0.103 0.336 -0.067 -0.76
C -4.20097 3.68395 -2.04442 0.180 0.496 0.135 -0.41
C -1.99754 3.01500 0.84754 0.024 0.001 -0.403 -0.82
C -0.92217 2.15635 1.04782 -0.251 -0.016 -0.506 -1.08
C 0.55217 0.32462 -3.27298 0.566 0.543 -0.023 0.88
C 0.03530 0.73137 -4.51173 -0.363 0.110 0.427 -0.74
C 0.85903 1.41300 -5.41296 0.128 -0.329 0.236 -0.71
C 2.20564 1.64187 -5.11239 -0.225 0.143 0.141 -0.45
C 2.73123 1.17070 -3.91027 -0.232 -0.377 -0.026 -0.84
C 1.92396 0.44152 -3.03505 0.151 0.183 0.144 -0.15
C 0.89113 -4.86523 -3.13533 0.253 -0.322 0.112 0.02
C 2.16442 -5.04930 -3.68370 -0.008 0.011 0.267 -0.26
C 2.68509 -6.33912 -3.80992 -0.217 0.083 0.041 -0.62
C 1.91825 -7.44781 -3.43941 -0.118 0.231 0.069 -0.33
C 0.62251 -7.26311 -2.94888 0.101 0.211 -0.094 -0.61
C 0.10276 -5.97425 -2.81215 0.109 0.101 0.214 -0.32
H 1.42456 0.32658 -0.64560 -0.550 -0.106 -0.017 -0.36
H -0.69673 -1.43204 1.74807 0.177 0.096 0.068 0.54
H -0.09513 -1.79360 4.08010 0.241 0.207 -0.197 0.31
H 3.61807 0.58315 5.58614 -0.151 -0.088 0.123 0.24
H 2.13894 0.97287 6.50757 0.109 -0.180 -0.255 0.29
H 4.27164 -1.11008 7.14363 -0.288 0.093 0.220 0.34
H 3.69486 0.27949 8.15417 0.142 -0.154 -0.448 0.35
H 2.71174 -3.04993 7.06982 -0.131 0.259 0.264 0.34
H 1.16139 -2.80812 7.97675 0.273 -0.088 -0.315 0.33
H 0.27085 -1.39438 6.33963 0.121 -0.097 -0.161 0.38
H 1.10829 -2.67928 5.41336 -0.055 0.160 0.080 0.46
H 3.26045 0.92232 3.66421 -0.184 -0.194 -0.194 0.15
H 2.63953 1.22068 1.27348 -0.028 -0.012 0.302 0.43
H 0.54362 2.42530 -1.97250 -0.533 -0.324 -0.006 0.57
H -1.61341 3.56297 -2.50220 0.155 0.011 0.344 0.33
H -3.33765 5.98540 -0.33088 -0.084 -0.307 0.108 0.28
H -3.77995 4.96497 1.07086 -0.084 0.203 -0.239 0.25
H -6.06980 4.92691 0.47225 0.024 0.222 -0.377 0.33
H -5.54792 6.60550 0.01749 -0.051 -0.387 0.219 0.33
H -6.05987 4.09615 -3.06596 0.038 -0.250 0.336 0.35
H -6.24022 3.33792 -1.42294 0.093 0.448 -0.198 0.37
H -3.67271 4.26668 -2.82133 -0.208 -0.082 0.042 0.30
H -4.10984 2.61524 -2.28170 0.102 0.230 0.038 0.31
H -2.63958 3.28165 1.68507 0.127 -0.101 -0.173 0.30
H -0.72625 1.75148 2.03773 -0.130 -0.021 -0.175 0.30
H -0.99475 0.47907 -4.76290 0.223 0.311 0.123 0.50
H 0.43899 1.75972 -6.35640 0.120 -0.188 0.208 0.42
H 2.84755 2.16975 -5.81986 -0.247 -0.083 0.239 0.40
H 3.77206 1.34452 -3.63604 -0.235 -0.176 -0.236 0.42
H 2.38070 -0.05809 -2.18716 -0.041 0.341 -0.107 0.38
H 2.72988 -4.18723 -4.03033 -0.106 -0.151 0.128 0.39
H 3.68650 -6.47221 -4.21787 -0.261 0.007 0.078 0.35
H 2.32232 -8.45486 -3.55058 -0.102 0.282 0.033 0.37
H -0.00341 -8.11640 -2.68438 0.221 0.213 -0.106 0.36
H -0.92310 -5.82435 -2.48390 0.246 0.031 0.003 0.40
```
Forces are in eV/Å.

---

# C34H35N13OPdS

A molecular structure, C34H35N13OPdS at a distorted geometry (wB97M-V/def2-TZVPD, OMol25).

multiplicity	5
Kohn-Sham gap (spin up / spin down)	7.25 / 4.14	eV
energy relative to the best compared isomer or geometry (same formula, charge and spin)	0.0	kJ/mol
expectation value of S²	6.0324
energy	-71518.3065	eV
net charge	+4

Structure (XYZ):
```
85
Properties=species:S:1:pos:R:3:forces:R:3:mulliken_spin:R:1
Pd -0.03124 -0.79488 -0.79154 0.230 0.990 0.239 1.50
C -3.21504 -1.23665 2.57857 -0.658 0.066 1.218 0.00
C -2.52751 -0.42439 1.66458 -0.440 0.142 -0.603 0.00
N -1.24217 -0.55639 1.42271 0.065 -1.257 0.366 0.02
C -0.65305 -1.49374 2.20802 1.011 0.774 0.594 0.01
C -1.28710 -2.13980 3.21067 -1.725 -0.966 1.216 0.00
N -2.62767 -2.07847 3.41896 1.167 0.585 -1.190 0.01
C 0.82221 -1.63542 2.14409 -1.424 0.955 -1.320 -0.01
C 1.65915 -1.96870 3.16003 1.495 -1.187 2.042 -0.01
C 3.03481 -1.97847 2.95669 1.002 0.983 -0.103 0.00
C 3.54193 -1.62267 1.73888 -1.422 0.659 -1.685 0.00
C 2.62405 -1.28159 0.72689 -1.289 -1.093 -0.558 0.02
N 1.27595 -1.29745 0.94826 2.475 0.191 -0.524 0.13
C 2.96681 -1.24501 -0.74032 -0.805 0.018 2.181 -0.02
C 4.21884 -1.58398 -1.10735 1.383 0.395 -2.210 0.00
N 4.57800 -1.72638 -2.39222 -1.466 -0.275 -0.019 -0.01
C 3.57100 -1.56778 -3.27318 0.751 0.274 -0.343 0.00
C 2.29318 -1.11593 -2.92055 0.139 -0.852 0.702 -0.02
N 1.99381 -1.05159 -1.61124 -0.527 0.659 -1.449 0.12
C 4.12669 -2.24813 3.95010 -1.271 -1.550 1.682 0.01
C 4.09693 -3.53361 4.56808 0.297 2.691 0.042 0.06
C 5.01852 -3.76219 5.55190 2.350 -0.750 1.599 0.02
N 5.99594 -2.88188 5.91813 -3.368 2.899 -3.539 0.79
C 5.90904 -1.54917 5.47584 0.168 -1.872 0.680 0.00
C 5.01306 -1.26393 4.40214 0.971 0.010 -0.800 0.06
H -4.27808 -1.13123 2.76230 -0.077 0.179 -0.432 0.00
H -3.04862 0.34323 1.10042 -0.109 -0.178 0.014 0.00
H -0.75331 -2.75999 3.91441 0.104 -0.178 -0.060 0.00
H 1.37116 -2.30474 4.15031 -0.648 0.312 -0.151 0.00
H 4.58588 -1.67878 1.55665 0.668 0.130 -0.200 0.00
H 4.98522 -1.67958 -0.39256 0.874 -0.258 0.614 0.00
H 3.79286 -1.79720 -4.31760 0.051 0.258 0.264 0.00
H 1.50083 -0.92832 -3.65519 0.375 -0.070 0.460 0.01
H 3.21660 -4.13162 4.49193 0.028 -0.921 -0.404 0.00
H 5.11602 -4.72021 6.03718 -0.350 -0.302 0.396 0.02
H 6.53351 -0.82271 5.99726 0.005 -0.098 -0.399 0.01
H 5.07159 -0.32267 3.76166 0.084 -0.967 1.652 0.01
C -0.86873 8.22843 1.32719 0.805 0.127 1.682 0.01
C -0.82043 6.81943 0.88819 -0.496 -0.289 -0.381 -0.02
C -1.02408 6.48494 -0.43386 -0.060 0.216 -0.207 0.23
C -0.88385 5.15109 -0.92546 -1.457 0.370 -0.774 0.18
C -1.18447 5.05542 -2.37072 0.510 -1.205 -0.441 0.01
C -0.75999 4.09552 -0.06338 1.389 -1.536 1.000 0.10
C -0.40711 2.71740 -0.61764 -0.687 0.507 1.781 0.01
O -0.18386 1.73471 0.07226 0.132 0.578 -1.082 0.00
C -0.60893 4.36812 1.31998 1.028 -0.216 -0.081 0.16
C -0.41440 3.27387 2.35217 -0.976 -0.166 -0.762 0.00
C -0.52952 5.77140 1.74976 -0.845 -1.008 -2.110 0.26
H -1.83772 8.75527 1.37301 0.323 -0.582 -0.252 0.00
H -0.14682 8.80192 0.76242 -0.033 0.353 -0.295 0.00
H -0.44913 8.15335 2.34465 -0.370 0.792 -0.136 0.00
H -1.31766 7.21599 -1.19196 0.248 0.111 0.532 -0.01
H -1.80108 4.17746 -2.63018 0.139 0.489 0.120 0.01
H -0.25537 4.95376 -2.93992 0.133 -0.006 -0.092 0.03
H -1.62685 5.97427 -2.70196 -0.420 0.211 -0.339 0.00
H -0.35334 2.70265 -1.68574 0.140 -0.348 -1.004 0.00
H 0.61520 3.10156 2.68077 0.157 0.045 -0.590 0.04
H -0.93011 2.31082 2.11221 0.766 0.985 -0.023 0.00
H -0.86704 3.65104 3.22747 -0.650 0.472 1.316 0.02
H -0.27906 5.99604 2.72971 0.348 0.176 1.925 0.00
C -5.25855 -2.56718 -1.58109 0.153 0.013 1.345 0.00
C -4.46735 -3.75040 -0.98039 0.311 -1.205 -0.116 0.00
C -2.96126 -3.66768 -1.08839 0.210 1.700 -0.125 0.01
N -2.32672 -2.53326 -0.99687 -0.226 -0.287 0.221 -0.01
N -0.95824 -2.65758 -1.08199 -0.252 -0.985 -0.085 0.13
C -0.58178 -3.90335 -1.27342 0.753 -0.051 -0.369 0.00
N 0.69205 -4.36285 -1.40374 0.728 1.286 0.076 -0.01
S -1.86954 -4.98374 -1.38750 -1.046 -0.779 0.157 0.01
H -6.32213 -2.82428 -1.64902 0.355 -0.088 -0.205 0.00
H -4.87399 -2.18213 -2.52932 -0.006 -0.339 0.152 0.00
H -5.20308 -1.78104 -0.83179 -0.038 0.459 -0.228 0.00
H -4.73656 -4.65154 -1.53455 -0.141 -0.159 0.142 0.00
H -4.67604 -3.99447 0.10396 -0.158 0.536 -1.114 0.00
H 1.40125 -3.70654 -1.71890 -0.353 -0.121 0.197 0.00
H 0.90641 -5.30362 -1.67056 -0.382 -0.381 -0.033 0.00
N -1.68015 0.70699 -6.36215 -0.456 -1.399 0.845 0.00
C -2.22795 -0.42146 -5.84849 -0.255 0.402 0.645 0.00
N -3.25693 -1.01169 -6.43375 0.267 0.879 -1.917 0.00
N -1.89096 -1.00635 -4.70289 0.799 0.376 1.156 0.01
C -1.29154 -0.47187 -3.69024 -1.012 -0.482 -2.310 0.03
N -0.77116 -0.04952 -2.74915 0.753 0.357 1.752 0.05
H -1.97393 1.09499 -7.22570 -0.319 0.236 -0.658 0.00
H -0.93165 1.15605 -5.88830 0.450 0.136 0.231 0.00
H -3.43153 -0.78877 -7.40931 -0.322 -0.264 0.296 0.00
H -3.62411 -1.86113 -6.06035 -0.046 -0.311 0.191 0.00
```
Forces are in eV/Å.